w:
Entry from OMol25: a 2-piece molecular cluster, C8H16Si overall (the ωB97M-V functional and the def2-TZVPD basis).

CARTESIAN COORDINATES (ANGSTROEM)
C1 1.53 2.16 1.10
C2 0.86 0.84 1.36
Si1 0.39 -0.51 0.22
C3 -0.69 -1.96 0.88
C4 -1.17 -2.09 2.32
C5 0.90 -0.47 -1.65
C6 -0.19 -0.90 -2.73
H1 1.60 2.46 -0.07
H2 0.87 2.95 1.55
H3 2.48 2.06 1.53
H4 0.62 0.93 2.39
H5 -1.52 -2.04 0.19
H6 -0.14 -2.97 0.52
H7 -1.64 -2.96 2.48
H8 -0.30 -1.95 2.88
H9 -1.85 -1.26 2.39
H10 1.13 0.47 -1.85
H11 1.78 -1.07 -1.69
H12 0.10 -0.56 -3.63
H13 -0.38 -1.95 -2.78
H14 -1.06 -0.43 -2.41
C7 -1.86 3.72 -1.88
C8 -1.24 3.06 -1.11
H15 -2.60 3.90 -2.57
H16 -0.50 2.85 -0.41

Results
HOMO level = -0.2715 Ha
SMILES = CC=[Si](CC)CC.C#C
HOMO-LUMO gap = 8.174 eV

Listed below, in e, are the Mulliken charges computed for each atom:
1. C -1.27
2. C -0.17
3. Si 0.05
4. C -0.51
5. C -1.34
6. C -0.64
7. C -1.32
8. H 0.21
9. H 0.33
10. H 0.43
11. H 0.39
12. H 0.43
13. H 0.31
14. H 0.49
15. H 0.31
16. H 0.29
17. H 0.44
18. H 0.46
19. H 0.45
20. H 0.31
21. H 0.39
22. C -0.26
23. C -0.37
24. H 0.36
25. H 0.23

***

x:
Entry from OMol25: a single C8H16Si molecule (the ωB97M-V functional and the def2-TZVPD basis).

CARTESIAN COORDINATES (ANGSTROEM)
C1 0.95 -0.55 -2.27
Si1 0.12 -0.73 -0.57
C2 0.06 -2.52 -0.06
C3 -1.33 0.43 -0.20
C4 -0.59 1.78 -0.45
C5 0.86 1.70 0.11
C6 1.02 0.29 0.77
C7 -0.01 0.18 1.91
C8 -1.47 0.13 1.30
H1 0.98 -1.54 -2.76
H2 1.98 -0.20 -2.19
H3 0.40 0.15 -2.90
H4 0.10 -2.52 1.05
H5 0.85 -3.14 -0.51
H6 -0.87 -2.97 -0.34
H7 -2.21 0.24 -0.82
H8 -0.56 1.99 -1.54
H9 -1.18 2.60 -0.03
H10 1.58 1.82 -0.71
H11 1.08 2.48 0.84
H12 2.04 0.01 1.02
H13 0.21 -0.67 2.56
H14 0.09 1.06 2.54
H15 -2.16 0.85 1.79
H16 -1.92 -0.86 1.46

Results
HOMO level = -0.3236 Ha
SMILES = C[Si]1(C)[C@H]2CC[C@@H]1CC2
HOMO-LUMO gap = 9.738 eV

Listed below, in e, are the Mulliken charges computed for each atom:
1. C -1.24
2. Si 0.36
3. C -1.13
4. C -0.20
5. C -0.82
6. C -0.81
7. C -0.17
8. C -0.98
9. C -0.76
10. H 0.34
11. H 0.38
12. H 0.34
13. H 0.27
14. H 0.32
15. H 0.38
16. H 0.48
17. H 0.31
18. H 0.39
19. H 0.27
20. H 0.41
21. H 0.46
22. H 0.34
23. H 0.38
24. H 0.40
25. H 0.29

***

Which of them is least stable? Easy: w.

***

w:
Entry from OMol25: a single C5H11NS molecule (the ωB97M-V functional and the def2-TZVPD basis).

CARTESIAN COORDINATES (ANGSTROEM)
C1 -0.23 1.22 -1.16
C2 0.24 0.45 0.11
C3 0.23 1.28 1.39
C4 -0.77 -0.82 0.35
C5 -0.40 -1.82 1.36
N1 -0.10 -2.06 -0.03
S1 -0.81 -3.31 -0.90
H1 -0.90 0.44 -1.79
H2 0.62 1.28 -1.86
H3 -0.85 2.11 -0.97
H4 1.06 -0.13 0.02
H5 -0.68 1.87 1.33
H6 1.00 2.03 1.50
H7 0.22 0.80 2.30
H8 -1.76 -0.50 0.26
H9 0.49 -1.75 1.99
H10 -1.22 -2.37 1.84
H11 0.20 -3.03 -1.84

Results
HOMO level = -0.3183 Ha
SMILES = CC(C)[C@@H]1CN1S
HOMO-LUMO gap = 9.641 eV

Listed below, in e, are the Mulliken charges computed for each atom:
1. C -1.14
2. C 0.34
3. C -1.46
4. C -0.37
5. C -0.36
6. N -0.31
7. S -0.21
8. H 0.26
9. H 0.33
10. H 0.35
11. H 0.32
12. H 0.35
13. H 0.37
14. H 0.41
15. H 0.44
16. H 0.26
17. H 0.27
18. H 0.15

***

x:
Entry from OMol25: a single C5H11NS molecule (the ωB97M-V functional and the def2-TZVPD basis).

CARTESIAN COORDINATES (ANGSTROEM)
C1 0.99 -1.50 0.95
C2 0.50 -0.80 -0.08
C3 1.24 0.36 -0.73
N1 2.73 0.46 -0.50
S1 -1.06 -1.31 -0.83
C4 -2.04 0.21 -0.67
C5 -2.03 0.79 0.77
H1 1.89 -1.23 1.44
H2 0.43 -2.31 1.35
H3 1.16 0.24 -1.80
H4 0.84 1.36 -0.47
H5 3.20 -0.37 -0.86
H6 2.99 0.55 0.48
H7 -3.03 -0.07 -0.98
H8 -1.67 0.91 -1.41
H9 -1.05 1.23 1.01
H10 -2.83 1.53 0.89
H11 -2.25 -0.04 1.44

Results
HOMO level = -0.3129 Ha
SMILES = C=C(CN)SCC
HOMO-LUMO gap = 9.429 eV

Listed below, in e, are the Mulliken charges computed for each atom:
1. C -0.88
2. C 0.34
3. C -0.51
4. N -0.63
5. S -0.16
6. C -0.46
7. C -1.01
8. H 0.26
9. H 0.31
10. H 0.37
11. H 0.27
12. H 0.26
13. H 0.24
14. H 0.38
15. H 0.32
16. H 0.26
17. H 0.37
18. H 0.27

***

Which of them is least stable? Easy: w.

***

w:
Entry from OMol25: a 2-piece molecular cluster, C14H16O overall (the ωB97M-V functional and the def2-TZVPD basis).

CARTESIAN COORDINATES (ANGSTROEM)
C1 -0.59 -2.87 -0.33
C2 0.81 -2.29 -0.23
C3 1.26 -1.30 -1.08
C4 2.60 -0.91 -1.08
C5 3.49 -1.60 -0.27
O1 4.85 -1.37 -0.36
C6 3.07 -2.58 0.60
C7 1.73 -2.97 0.57
H1 -0.57 -3.88 -0.75
H2 -1.33 -2.31 -0.90
H3 -1.00 -2.96 0.69
H4 0.54 -0.70 -1.62
H5 3.07 -0.22 -1.77
H6 5.01 -0.45 -0.59
H7 3.70 -3.05 1.35
H8 1.43 -3.74 1.26
C8 -2.43 2.82 -1.75
C9 -2.10 2.47 -0.33
C10 -0.83 2.74 0.17
C11 -0.45 2.33 1.43
C12 -1.33 1.62 2.25
C13 -2.58 1.31 1.76
C14 -2.96 1.75 0.50
H9 -2.03 3.79 -2.01
H10 -3.51 2.82 -1.92
H11 -2.05 2.11 -2.49
H12 -0.12 3.24 -0.50
H13 0.54 2.62 1.75
H14 -1.04 1.47 3.28
H15 -3.28 0.69 2.30
H16 -3.92 1.43 0.08

Results
HOMO level = -0.3098 Ha
SMILES = Cc1ccc(O)cc1.Cc1ccccc1
HOMO-LUMO gap = 9.182 eV

Listed below, in e, are the Mulliken charges computed for each atom:
1. C -1.47
2. C 0.72
3. C -0.61
4. C -0.50
5. C 0.63
6. O -0.54
7. C -0.47
8. C -0.47
9. H 0.32
10. H 0.35
11. H 0.34
12. H 0.34
13. H 0.30
14. H 0.30
15. H 0.39
16. H 0.34
17. C -1.35
18. C 0.79
19. C -0.40
20. C -0.39
21. C -0.56
22. C -0.48
23. C -0.40
24. H 0.36
25. H 0.37
26. H 0.26
27. H 0.33
28. H 0.38
29. H 0.39
30. H 0.38
31. H 0.31

***

x:
Entry from OMol25: a 2-piece molecular cluster, C14H16O overall (the ωB97M-V functional and the def2-TZVPD basis).

CARTESIAN COORDINATES (ANGSTROEM)
C1 0.98 -1.52 -2.64
C2 0.14 -0.28 -2.50
C3 0.72 0.99 -2.67
C4 0.17 2.09 -2.06
C5 -1.11 2.02 -1.53
O1 -1.81 2.99 -0.80
C6 -1.86 0.85 -1.63
C7 -1.19 -0.26 -2.13
H1 0.39 -2.34 -3.08
H2 1.31 -1.74 -1.63
H3 1.79 -1.47 -3.37
H4 1.69 1.11 -3.15
H5 0.65 3.04 -2.25
H6 -1.89 3.84 -1.24
H7 -2.93 0.90 -1.50
H8 -1.77 -1.17 -2.15
C8 1.23 0.58 3.89
C9 0.60 -0.13 2.73
C10 -0.57 0.27 2.09
C11 -1.16 -0.62 1.21
C12 -0.55 -1.79 0.79
C13 0.68 -2.14 1.34
C14 1.21 -1.36 2.36
H9 1.09 1.66 3.96
H10 2.29 0.33 3.90
H11 0.81 0.28 4.87
H12 -1.03 1.20 2.39
H13 -2.01 -0.23 0.65
H14 -1.16 -2.52 0.26
H15 1.18 -3.03 0.98
H16 2.12 -1.56 2.91

Results
HOMO level = -0.3118 Ha
SMILES = Cc1ccc(O)cc1.Cc1ccccc1
HOMO-LUMO gap = 9.337 eV

Listed below, in e, are the Mulliken charges computed for each atom:
1. C -1.25
2. C 0.40
3. C -0.50
4. C -0.65
5. C 0.71
6. O -0.52
7. C -0.72
8. C -0.25
9. H 0.34
10. H 0.17
11. H 0.43
12. H 0.36
13. H 0.35
14. H 0.31
15. H 0.48
16. H 0.36
17. C -1.38
18. C 1.02
19. C -0.63
20. C -0.44
21. C -0.43
22. C -0.57
23. C -0.50
24. H 0.37
25. H 0.33
26. H 0.27
27. H 0.37
28. H 0.44
29. H 0.39
30. H 0.44
31. H 0.30

***

Which of them is least stable? Easy: x.

***

w:
Entry from OMol25: a 2-piece molecular cluster, C2H8N2S overall (the ωB97M-V functional and the def2-TZVPD basis).

CARTESIAN COORDINATES (ANGSTROEM)
C1 -3.05 -1.02 1.43
S1 -2.49 0.15 0.19
H1 -2.38 -1.08 2.29
H2 -4.03 -0.77 1.85
H3 -3.15 -2.02 0.98
N1 1.20 0.48 0.10
C2 1.58 0.72 -1.11
N2 2.79 0.58 -1.60
H4 1.79 0.05 0.79
H5 0.31 0.89 0.41
H6 0.79 1.06 -1.76
H7 3.06 0.61 -2.57
H8 3.57 0.34 -1.00

Results
HOMO level = -0.1958 Ha
HOMO-LUMO gap = 4.766 eV

Listed below, in e, are the Mulliken charges computed for each atom:
1. C -0.75
2. S -0.68
3. H 0.19
4. H 0.21
5. H 0.20
6. N -0.28
7. C 0.20
8. N -0.33
9. H 0.24
10. H 0.20
11. H 0.35
12. H 0.24
13. H 0.22

***

x:
Entry from OMol25: a single C2H8N2S molecule (the ωB97M-V functional and the def2-TZVPD basis).

CARTESIAN COORDINATES (ANGSTROEM)
C1 0.84 1.42 -0.69
N1 -0.17 0.81 0.17
N2 -0.03 -0.58 0.22
C2 -0.89 -1.14 1.18
S1 -0.06 -1.53 -1.28
H1 1.72 0.96 -0.39
H2 0.74 1.50 -1.76
H3 1.02 2.39 -0.42
H4 -1.20 0.96 -0.04
H5 -0.82 -2.17 1.35
H6 -0.51 -0.73 2.04
H7 -1.96 -0.69 1.26
H8 1.31 -1.21 -1.64

Results
HOMO level = -0.2997 Ha
SMILES = CNN(C)S
HOMO-LUMO gap = 9.013 eV

Listed below, in e, are the Mulliken charges computed for each atom:
1. C -0.98
2. N -0.31
3. N -0.11
4. C -0.90
5. S -0.22
6. H 0.43
7. H 0.30
8. H 0.38
9. H 0.26
10. H 0.37
11. H 0.40
12. H 0.24
13. H 0.14

***

Which of them is least stable? Easy: x.